Record 1
Computed, not measured: 2 unconnected molecules or ions with the total composition C7H7BrN3OS, with wB97M-V/def2-TZVPD.

The geometry in XYZ format:
```
20
Properties=species:S:1:pos:R:3:forces:R:3
Br -4.8155 1.3842 -0.1446 0.3 0.3 0.1
S 1.4585 -0.0584 0.0569 -1.3 1.4 -0.4
O 2.1621 1.1936 0.2975 0.7 -0.7 0.2
N 0.2799 -2.0944 -2.7788 -0.4 -1.1 -0.5
N -1.2696 -0.4109 0.2239 1.7 -1.7 0.4
N 1.3658 -0.1612 -1.6680 -0.6 -1.1 0.9
C -0.3635 0.5144 0.3584 -1.5 -1.7 -0.7
C -0.6757 1.8622 0.4826 -0.1 -1.2 -0.9
C -2.0221 2.1725 0.3157 -0.2 -3.2 0.2
C -2.9714 1.0813 0.1026 0.3 3.0 0.6
C 2.9781 -2.2695 1.3934 -2.4 2.4 4.0
C -2.5739 -0.2193 0.1580 1.7 2.0 0.0
C 0.8530 -1.2352 -2.2933 -0.1 0.9 0.8
H 3.1033 -1.2873 2.0543 0.0 -2.3 -1.6
H 2.3149 -3.0701 1.8762 0.9 1.2 -1.2
H 2.0160 0.3431 -2.2151 1.1 1.0 -0.2
H 3.6021 -2.4450 0.5847 1.0 -0.3 -1.6
H -2.2937 3.1542 0.5304 -0.9 1.5 -0.3
H -3.3023 -0.9605 0.1451 -0.6 -1.7 -0.2
H 0.1542 2.5062 0.5201 0.4 1.4 0.5
```
Positions in Å, forces in eV/Å.

Properties
orbital gap (alpha / beta) = 4.9136 / 4.9203 eV
total energy = -3482.157700 Eh
F_max = 0.1014 hartree/bohr
energy above the lowest of the compared OMol25 structures with the same formula, charge and spin = 120.0 kcal per mole
net charge = +1

Record 2
Computed, not measured: a molecular structure, C60H40Cl4MgN9O2S, with wB97M-V/def2-TZVPD.

The geometry in XYZ format:
```
117
Properties=species:S:1:pos:R:3:forces:R:3
Cl 2.1927 2.2799 8.4001 0.2 -0.3 0.1
Cl -1.2662 -4.6001 -7.6175 -0.3 0.0 0.3
Cl -9.6489 -1.1857 3.8427 -0.7 0.2 0.3
Cl 2.6776 8.1846 -4.1691 0.0 -0.2 0.1
S 0.2686 -2.1556 1.2938 -1.7 -1.2 -0.8
Mg -1.0884 0.3380 -0.1365 -0.2 0.3 0.4
O 0.3659 -1.1205 2.2651 0.7 1.3 1.2
O -0.9971 -2.8489 1.2817 -0.1 -0.5 -0.2
N 1.3472 -1.0550 -2.2390 -0.1 -0.2 -0.8
N 4.8133 -5.8460 2.1688 1.8 0.3 0.6
N 0.4205 -1.3809 -0.1440 0.9 -0.6 -0.2
N -0.0689 2.1986 0.4817 -1.1 -0.8 1.0
N 3.1434 1.3825 -1.8985 -0.3 -1.0 0.0
N -1.0781 1.1531 -2.0450 1.5 0.7 -0.9
N -3.0305 -0.4494 -0.7220 0.6 -1.2 0.3
N -2.0612 0.5942 1.7693 -1.1 -1.8 0.0
N 1.3251 -3.2466 -1.3460 -1.1 -0.4 -0.5
C -1.5979 1.4446 -4.2585 1.0 1.5 -0.3
C 1.0054 -1.9579 -1.2494 0.9 1.5 -0.3
C -2.1333 -1.6938 -4.1811 1.0 0.7 -0.2
C -1.3414 -1.3556 -5.3242 -0.3 0.3 0.6
C 5.9293 1.9285 0.4701 0.0 0.0 0.7
C 2.0902 6.7093 -3.4628 -0.4 -2.0 -0.6
C 1.5760 2.1130 6.7917 0.0 0.1 -1.3
C -6.2447 -2.1193 2.0542 0.3 -0.4 -0.2
C 1.5226 -4.6285 1.0923 0.3 -0.3 -0.3
C 5.4458 1.2489 1.6235 -0.2 -0.2 -0.9
C 3.5825 0.4909 0.2976 -0.1 -0.2 -0.2
C 1.7769 3.5203 0.4044 -0.1 1.4 0.0
C -6.1655 0.2541 2.4903 0.3 -0.3 0.1
C 2.2853 -2.8519 -3.5079 0.4 0.6 -0.9
C 0.3675 2.0363 4.2943 0.1 -1.1 -0.5
C -3.9811 -1.0685 0.0572 -0.5 1.1 0.5
C 1.0724 4.3071 -2.3792 -0.2 -0.3 -0.5
C 0.3497 2.3791 1.8002 1.8 1.1 -1.0
C 1.9722 -1.4964 -3.3457 -1.0 -1.1 1.8
C 1.8273 -3.6705 -2.5054 0.6 -1.6 0.8
C -0.8392 2.5545 -3.8617 -0.9 -1.9 -0.3
C -3.0342 -0.3615 3.6821 1.0 2.1 -0.8
C 2.0345 5.5120 -4.2441 0.5 0.7 -0.4
C -0.4141 2.3039 -2.5231 -0.6 0.2 1.1
C 1.6105 6.6610 -2.1705 -0.1 0.7 1.0
C -1.1095 -2.2630 -6.3366 1.7 2.0 -1.9
C 0.4658 3.1245 -1.7752 -1.1 -1.3 1.7
C 1.4644 0.8744 6.1317 0.2 0.1 1.5
C -2.5608 -3.0437 -4.0933 0.0 -0.1 0.2
C -3.1556 -0.9858 -1.9761 1.1 0.4 0.3
C 2.6844 -5.4183 1.1050 -0.3 0.9 0.7
C -5.5234 -0.9093 2.0076 -0.4 -1.2 0.6
C 1.5331 4.3292 -3.7102 0.4 0.7 0.0
C 3.9955 1.2613 -0.8185 0.5 0.9 0.5
C -8.1080 -1.0391 3.1016 1.0 0.6 -0.7
C -4.3166 -1.7977 -2.0123 -1.7 -2.0 -0.5
C 1.5681 3.2610 1.7270 -0.5 -1.4 -0.3
C -2.0157 0.4858 4.0796 -0.6 -0.5 0.0
C -1.6471 -3.4910 -6.3164 -0.4 -1.6 1.4
C 5.2202 2.0148 -0.7177 -1.5 -0.9 0.4
C -7.5451 -2.2028 2.5972 0.9 0.5 0.0
C 0.7748 0.8507 4.9416 -0.1 -1.3 -0.9
C -4.8755 -1.8577 -0.7569 2.4 1.2 -1.4
C -2.2982 -3.9080 -5.1296 -0.2 -1.6 -2.0
C -7.4536 0.2131 3.0056 -1.1 -0.2 0.5
C 1.2498 3.2741 6.1052 -0.1 0.3 0.5
C -1.6447 0.5816 -3.1209 -0.1 -0.8 0.4
C 0.6439 3.2593 4.8538 0.7 -0.3 0.3
C 1.0714 5.4686 -1.6262 0.3 1.3 -0.9
C -0.2324 1.8355 2.9596 -1.5 0.0 -1.9
C 3.7243 -5.0305 1.9958 -1.6 0.9 0.8
C 4.2288 0.5266 1.5434 1.4 1.4 -2.6
C -3.0747 -0.2789 2.2262 -0.3 0.9 0.4
C -2.2329 -0.7477 -3.0438 -1.7 0.7 -0.4
C 0.6726 2.9493 -0.3341 0.6 -0.1 -1.1
C 3.5235 -3.9147 2.9113 0.2 0.1 0.1
C -4.1271 -0.8918 1.4579 1.1 1.7 -0.9
C 2.4420 -3.0204 2.7381 0.0 -1.8 -1.9
C -1.4343 1.0438 2.8659 1.1 -0.2 1.8
C 1.5008 -3.3670 1.7244 0.5 -0.1 0.2
H 5.0779 -6.4499 1.4039 -0.2 0.1 0.0
H 5.5526 2.6794 -1.5168 -0.1 -0.3 0.1
H 1.4507 3.4371 -4.3349 0.3 0.3 0.3
H 3.7959 0.0260 2.3560 -0.3 -0.7 1.1
H 2.2621 3.4516 2.5357 -0.2 0.2 0.0
H 6.0626 1.2040 2.5170 -0.2 0.2 -0.1
H 1.9044 -4.7950 -2.5895 0.2 1.3 0.1
H -5.6889 -3.0017 1.6491 -0.9 0.6 0.6
H -2.5799 -4.9898 -5.1791 0.0 1.1 0.7
H -8.0144 1.1310 3.3606 1.0 -1.2 -0.4
H 0.5303 -0.1367 4.4296 0.6 1.5 0.7
H 2.6983 -0.1370 0.1182 0.1 0.4 0.5
H 1.4825 4.2130 6.5738 -0.1 0.3 0.2
H 1.9147 -0.0127 6.6243 -0.7 0.5 -0.5
H 2.9109 -3.1836 -4.3609 -0.9 0.0 0.6
H -3.0689 -3.4479 -3.2026 0.6 0.4 -0.6
H 2.3436 0.6970 -1.9913 1.1 1.2 0.0
H 2.1408 -0.8177 -4.1556 0.3 0.7 -0.1
H 0.5375 5.4344 -0.6833 0.4 0.4 0.0
H 2.7258 -6.3021 0.4268 0.2 0.6 0.9
H -0.4207 -1.9734 -7.1960 -1.1 -0.3 1.2
H -3.7623 -0.7892 4.3251 -0.4 -0.7 0.2
H 3.3645 2.0578 -2.6206 -0.2 -0.5 0.2
H 5.6344 -5.3588 2.5633 -0.8 -0.6 -0.4
H -8.1178 -3.1163 2.7355 0.4 0.0 -0.3
H 2.2157 -2.1173 3.2910 0.5 -0.1 0.1
H -0.6224 3.4312 -4.4218 -0.1 0.4 -0.4
H -5.6457 -2.4638 -0.4153 -1.4 -0.6 0.3
H -2.0808 1.3335 -5.2362 0.2 -0.1 0.7
H -1.6843 0.7034 5.1145 -0.5 -0.2 -1.0
H 0.4970 4.1693 4.2932 -0.3 0.1 0.1
H -4.7135 -2.3463 -2.8971 0.4 0.7 0.9
H 1.6797 7.6063 -1.5885 -0.3 -0.9 -0.3
H 2.5143 4.1851 -0.0893 -0.3 -0.8 0.8
H 4.2278 -3.7455 3.7918 -0.8 -0.4 -1.5
H 0.6383 -5.0694 0.5894 0.7 1.0 0.0
H 2.4233 5.5330 -5.2876 -0.4 0.0 0.9
H 6.8912 2.4546 0.4863 -0.3 -0.2 0.3
H -5.6289 1.1923 2.5109 0.1 0.1 -0.2
H -0.8681 -0.3743 -5.4701 -0.3 -0.6 0.5
```
Positions in Å, forces in eV/Å.

Properties
orbital gap (alpha / beta) = 5.1399 / 4.9151 eV
total energy = -5392.912418 Eh
F_max = 0.0631 hartree/bohr
energy above the lowest of the compared OMol25 structures with the same formula, charge and spin = 50.0 kcal per mole
net charge = -1

Record 3
Computed, not measured: a molecular structure, C4H12N2O2, with wB97M-V/def2-TZVPD.

The geometry in XYZ format:
```
20
Properties=species:S:1:pos:R:3:forces:R:3
O -1.5351 -1.1530 0.5607 1.1 0.3 0.1
O -0.0538 -0.7354 -2.0745 -0.1 -0.8 0.0
N -2.3862 -0.0070 0.6900 0.2 -0.2 0.3
N -0.5297 1.2255 -1.0385 -0.2 0.7 0.4
C 0.0826 0.0076 -0.9443 3.1 0.0 0.5
C 0.4820 0.1511 1.6193 0.0 0.2 -0.2
C 2.0942 0.1595 -0.7315 -1.1 0.6 -0.9
C 0.2549 -0.6135 0.3410 -3.4 -0.5 0.5
H -3.2789 -0.2922 0.2848 0.2 0.0 0.0
H -2.5700 0.1073 1.6893 0.0 -0.1 -0.1
H 0.1520 1.1868 1.5426 0.1 0.0 -0.2
H 0.0542 -1.6714 -1.8508 0.0 0.2 -0.2
H 2.3128 0.1935 -1.7983 0.0 0.1 0.0
H -1.3339 1.2588 -0.3898 0.3 0.0 -0.4
H 2.2553 1.1268 -0.2620 0.0 0.0 0.0
H 1.5390 0.1491 1.8917 -0.1 0.0 0.0
H 2.7074 -0.6192 -0.2790 -0.3 -0.1 0.2
H -0.0994 -0.3155 2.4138 0.2 -0.1 -0.1
H 0.6141 -1.6352 0.3260 0.0 0.1 -0.1
H -0.7615 1.4766 -1.9905 0.0 -0.1 0.1
```
Positions in Å, forces in eV/Å.

Properties
orbital gap = 8.3446 eV
total energy = -419.426855 Eh
F_max = 0.0676 hartree/bohr
energy above the lowest of the compared OMol25 structures with the same formula, charge and spin = 139.1 kcal per mole
net charge = 0

Record 4
Computed, not measured: a molecular structure, C26H56ClNO37PS9, with wB97M-V/def2-TZVPD.

The geometry in XYZ format:
```
131
Properties=species:S:1:pos:R:3:forces:R:3
Cl -1.6219 0.0972 2.3639 -0.1 1.6 -0.5
S 4.1401 -8.5900 -5.3073 -0.7 -0.6 0.4
S 0.6362 2.2215 -3.8026 0.2 -0.8 -0.6
S 0.2670 -4.3732 -4.1263 0.8 -1.1 -0.1
S -1.6303 -5.7606 3.0390 0.0 -0.2 -0.1
S -4.7648 1.9119 7.6754 0.0 -0.6 0.2
S 6.2297 -5.9692 -4.1021 1.9 -0.2 -0.1
S -3.9399 7.3100 4.7252 -0.8 -0.4 1.2
S -6.4220 13.4955 4.7392 -0.1 -0.1 0.1
S 11.1644 -8.5473 -4.0260 -0.2 -0.3 0.2
P -1.6678 4.8372 0.6107 0.9 -0.2 -1.0
O -3.3133 6.6720 6.0746 -0.1 0.2 -1.3
O 1.8581 2.9341 -3.9912 -0.9 0.0 0.3
O -7.6957 14.1310 4.6212 0.8 -0.2 -0.1
O -4.1600 8.7029 4.9367 0.3 -0.8 -0.6
O -2.3331 -4.3059 3.2008 0.2 -0.5 -0.4
O -5.0023 6.1129 1.5694 1.2 -1.2 -0.7
O -5.9786 2.5533 8.0682 0.8 0.0 -0.3
O 10.1630 -8.4092 -2.7592 0.7 -0.3 -0.5
O -0.5919 -5.3625 1.8565 -0.2 0.1 0.8
O 7.7169 -5.3174 -4.1699 -1.0 0.3 0.0
O 4.7386 -8.0542 -4.1153 -8.3 -3.9 -2.6
O 1.6630 -4.6355 -4.9008 -1.2 0.0 0.4
O -3.1980 6.8031 3.6057 0.1 0.4 0.3
O 5.8189 -5.7155 -5.6493 0.2 -0.5 0.8
O 5.4115 -5.1315 -3.2759 0.4 -0.7 -0.1
O 10.9697 -7.4227 -4.8864 0.3 -0.6 0.3
O -3.5067 2.1852 8.2943 -0.8 0.1 -0.2
O 2.5574 -8.2098 -5.3100 0.5 -0.1 0.3
O 3.9710 -10.1938 -5.1306 0.1 0.7 -0.5
O -6.3546 12.7531 6.1808 0.4 0.2 -0.7
O -4.5888 2.0881 6.0698 -0.5 0.0 0.5
O -0.7083 -5.2775 -4.6443 0.3 0.9 0.2
O 0.6980 1.4722 -2.3624 0.3 0.5 -0.5
O 4.6630 -8.3384 -6.6124 0.0 0.0 0.9
O -4.9976 0.3091 7.6880 0.5 0.9 -0.1
O -5.1899 14.1847 4.5293 -0.8 -0.2 0.2
O 0.0474 -2.9588 -4.0444 -0.4 -1.0 0.1
O 10.4657 -9.8417 -4.7101 0.0 0.9 0.1
O 12.4491 -8.9362 -3.5384 -0.6 0.5 -0.4
O -0.8820 -6.0391 4.2210 -0.4 0.0 -0.7
O 6.3493 -7.3749 -3.8924 7.2 4.9 1.4
O 0.7286 -4.9023 -2.6651 -0.3 0.9 -0.6
O -2.5964 -6.6641 2.5017 0.5 0.5 0.5
O -5.3707 6.5518 4.7730 0.8 0.9 0.0
O -6.4342 12.1626 3.8149 -0.4 0.6 0.5
O -0.6504 2.8366 -3.9300 0.7 0.0 0.2
O 0.6582 0.8969 -4.7315 -0.4 1.0 0.8
N 0.0741 7.1052 0.8758 0.9 -1.0 -0.5
C -1.6630 1.8099 1.7372 0.6 2.3 -0.8
C 8.0581 -5.0421 -5.5293 0.3 -0.3 -0.6
C -4.1853 5.0977 -0.6372 -0.4 -0.3 0.6
C -0.5522 2.1126 0.5894 -0.6 -1.2 0.2
C -1.6105 -3.3389 2.4406 0.5 0.3 0.0
C -5.1621 -0.1636 6.3500 -0.4 -0.1 -0.5
C 1.3735 7.1052 0.1057 -0.2 0.0 -0.8
C 0.9369 -0.2528 -3.9244 0.4 -0.5 0.1
C -4.9928 4.9130 0.7548 -0.2 0.1 -0.1
C -0.9870 -4.1142 1.2901 -0.5 0.2 -0.4
C 2.6794 -4.9804 -3.9538 0.5 0.2 0.5
C -0.1459 5.6954 1.3085 0.6 0.4 1.1
C 6.7343 -4.7840 -6.2302 0.2 0.7 0.0
C -1.0267 3.3227 -0.3700 0.6 -0.6 -0.1
C -6.6792 11.3740 6.0101 -0.5 -0.3 -0.2
C 1.7934 -9.4003 -5.5058 -0.2 -0.5 -0.5
C 9.5790 -10.4453 -3.7675 0.0 -0.4 0.6
C -2.7858 5.8980 -0.4632 -1.2 0.1 0.2
C 2.6055 -10.5036 -4.8434 -0.5 0.0 0.4
C -4.3729 0.8038 5.4823 0.5 -0.5 0.0
C -4.3273 5.9502 6.7774 -0.7 -0.1 0.6
C -5.2966 5.4741 5.7093 0.3 -0.7 0.2
C 0.3998 0.0860 -2.5453 -0.5 -0.6 -0.2
C 9.0526 -9.2916 -2.9297 -0.7 -0.1 -0.3
C 1.9455 -5.6419 -2.8011 0.4 -0.7 -0.3
C -6.1657 11.0170 4.6244 0.5 -0.3 0.3
H -6.2821 5.2451 6.1144 0.0 0.2 -0.2
H -2.6787 2.1199 1.2804 1.3 -1.2 0.9
H 8.7825 -10.9858 -4.2789 0.2 0.2 -0.2
H -0.6813 7.4796 0.2890 0.5 -0.3 0.4
H -2.3787 6.1302 -1.5048 -0.1 -0.4 1.6
H -0.8414 -2.9036 3.0858 0.0 0.0 -0.1
H 3.1717 -4.0595 -3.6318 0.0 -0.1 0.0
H 0.8605 -0.5142 -1.7605 0.1 0.3 0.0
H -1.7227 -4.3167 0.5059 0.0 0.1 0.0
H -4.1162 6.1329 2.0141 -1.3 0.4 -0.1
H -4.9064 4.5968 5.1852 -0.1 0.0 0.1
H -7.7673 11.2735 6.0662 0.1 -0.1 0.0
H 2.4750 -10.4929 -3.7575 0.0 0.0 -0.1
H -0.4792 1.1398 -0.0205 -0.1 1.7 0.6
H 2.5186 -5.6164 -1.8745 -0.2 0.2 0.0
H 2.0208 -0.3981 -3.9019 0.0 0.0 0.1
H 0.4964 2.2737 1.0369 -1.7 0.0 -0.6
H -6.2191 10.7700 6.7923 0.1 0.3 0.0
H -4.7991 -1.1880 6.2605 0.0 0.1 0.2
H -0.1294 -3.5988 0.8573 0.1 -0.2 0.1
H -4.5587 4.0665 1.4061 -0.7 0.9 -1.2
H -3.8886 5.1220 7.3354 0.2 0.2 -0.2
H -2.2796 -2.5515 2.0922 -0.1 -0.3 0.1
H 2.2344 6.7409 0.7643 -1.3 0.8 -0.8
H -6.6622 10.1365 4.2147 0.0 0.2 -0.1
H 1.5821 8.1467 -0.3283 -0.2 -1.6 0.8
H 8.7298 -4.1850 -5.5881 -0.1 -0.1 0.2
H 10.1586 -11.1445 -3.1575 -0.1 0.0 0.0
H -0.6872 -0.0345 -2.5044 0.0 -0.1 0.0
H 0.7994 5.0956 1.0270 -1.7 0.5 0.4
H 8.6775 -9.6234 -1.9609 0.2 0.2 0.0
H 1.7019 -9.5701 -6.5825 -0.1 -0.1 0.1
H 0.7996 -9.2959 -5.0702 0.2 0.2 0.0
H -2.9904 6.8669 0.1319 0.4 -1.4 -1.0
H 0.4606 -1.1401 -4.3433 0.1 0.6 -0.1
H -6.2278 -0.1336 6.1068 0.1 0.0 0.0
H -6.0864 4.6747 0.4915 1.7 0.2 0.5
H 1.2581 6.3377 -0.7423 0.5 1.2 0.8
H 8.2644 -8.7478 -3.4574 0.0 -0.1 0.1
H -5.0860 10.8527 4.6343 -0.1 0.0 0.0
H -4.8148 6.6385 7.4731 0.0 -0.1 0.0
H -1.4567 2.5848 2.5724 -0.4 -1.8 -0.9
H -0.2161 5.6910 2.4573 -0.1 -0.3 -1.6
H -3.3011 0.5884 5.5251 -0.1 -0.1 0.0
H 3.4133 -5.6426 -4.4079 -0.4 0.1 -0.1
H 1.6866 -6.6774 -3.0395 0.1 0.1 0.0
H -0.0921 3.6180 -0.9862 -1.6 0.0 1.0
H -4.8927 5.6506 -1.3628 1.5 -0.8 1.1
H 6.7990 -4.9294 -7.3084 -0.2 -0.2 0.2
H 6.3670 -3.7748 -6.0211 0.1 0.0 -0.1
H -3.9883 4.0396 -1.0382 -0.3 1.6 0.3
H 2.3502 -11.4911 -5.2290 0.3 0.1 -0.1
H -1.8097 3.0015 -1.1433 1.0 0.4 1.3
H -4.7027 0.7949 4.4432 -0.1 0.2 0.1
H 8.5581 -5.9236 -5.9400 0.0 0.1 0.0
H -2.4676 4.4325 1.7483 0.6 0.2 -1.0
```
Positions in Å, forces in eV/Å.

Properties
orbital gap = 8.2797 eV
total energy = -8247.512599 Eh
F_max = 0.1852 hartree/bohr
net charge = +1

Record 5
Computed, not measured: a molecular structure, C23H23BMgN7S, with wB97M-V/def2-TZVPD.

The geometry in XYZ format:
```
56
Properties=species:S:1:pos:R:3:forces:R:3
S 2.0291 0.2609 4.3633 -1.3 -0.5 -1.5
Mg -0.8584 -0.1138 0.5526 0.0 0.1 -1.5
N -1.4252 1.4562 -2.1325 0.5 1.9 1.6
N -2.3392 -1.6567 4.1007 1.4 1.2 0.3
N 0.2194 -0.9156 -1.1086 -1.8 -0.4 -0.7
N 0.4948 -0.1566 2.2646 1.4 0.6 1.8
N -2.2830 -0.8581 1.9323 0.7 -0.5 4.5
N -1.5491 1.4096 -0.7373 0.2 -0.6 -1.7
N -0.0857 -0.7605 -2.4720 1.6 0.0 1.8
C -1.5526 -1.0730 3.1474 -3.3 -0.3 -2.2
C -5.9632 -1.0293 3.9222 0.2 -0.6 0.5
C 3.5593 2.4915 -1.7862 -0.4 -0.1 0.1
C 5.3741 0.9107 -1.5456 -1.5 -0.7 -0.9
C 4.6344 0.0004 -2.3363 -0.3 0.2 0.5
C 3.3579 0.3611 -2.8160 0.3 -0.8 -0.4
C -1.6946 3.5925 -1.3928 0.4 -1.0 0.0
C -1.6973 2.6588 -0.3532 -0.3 0.9 0.7
C -3.6464 -1.0882 2.3795 2.0 -0.5 1.1
C 0.4328 -0.3614 4.6144 -0.7 -0.2 -1.1
C -0.2427 -0.5141 3.4064 1.9 -0.4 0.1
C -5.9696 -0.6674 2.5644 -1.0 -0.5 0.1
C 4.7986 2.1230 -1.2283 -0.6 0.7 -0.8
C -4.8380 -0.7513 1.7993 0.2 0.1 -1.8
C 0.8454 -2.0899 -0.9898 0.3 0.2 -1.6
C 0.5638 -1.7308 -3.1349 -0.8 -0.3 -0.2
C -3.6687 -1.5707 3.7196 0.6 1.1 -1.0
C -4.8101 -1.5502 4.5027 -0.7 -0.1 0.3
C 5.1604 -1.3823 -2.6555 0.9 -0.3 1.0
C 2.7983 1.6164 -2.5965 1.5 0.2 0.6
C 1.7227 0.2527 2.6414 -1.6 0.3 -0.2
C -1.4844 2.7780 -2.5001 0.0 -1.3 -1.3
C 1.0937 -2.6584 -2.2543 0.4 0.3 1.0
B -1.1636 0.2426 -3.0557 0.3 -0.4 -0.5
H -1.8182 2.8225 0.7017 -0.1 0.3 0.3
H 1.9005 1.9351 -3.1146 -0.1 -0.1 0.3
H 4.5607 -2.1988 -2.1853 0.1 0.7 -0.5
H -4.8114 -0.6006 0.7183 -0.4 0.4 0.3
H 0.5931 -1.7864 -4.2179 -0.3 0.2 0.2
H -1.7459 4.6654 -1.3077 -0.1 -0.1 -0.2
H -6.9123 -0.4496 2.0598 0.3 0.2 0.3
H 3.1914 3.4986 -1.5875 0.0 -0.2 -0.1
H 5.2345 -1.5325 -3.7287 -0.1 -0.2 -0.1
H 2.3874 0.7560 1.9298 0.0 -0.6 0.3
H -2.2102 -0.3992 -3.1507 0.4 0.3 -0.2
H 0.0224 -0.6178 5.5908 0.4 0.2 -0.2
H -4.8577 -1.8906 5.5468 0.3 0.2 -0.6
H -6.8414 -1.0091 4.5836 0.2 0.2 -0.8
H 5.3565 2.8741 -0.6795 -0.1 -0.1 0.1
H -1.3936 2.9821 -3.6014 -0.1 0.0 1.5
H 6.1867 -1.5199 -2.2240 -0.8 0.2 -0.5
H -2.0259 -1.6607 5.0776 -0.4 -0.3 -0.7
H -0.5917 0.6620 -4.0734 -0.9 -0.2 0.3
H 1.1080 -2.4253 -0.0227 0.4 -0.4 0.8
H 6.3584 0.6618 -1.2414 0.7 -0.2 0.4
H 1.6402 -3.5724 -2.4681 -0.2 0.4 0.0
H 2.8556 -0.4204 -3.4205 0.1 0.8 0.3
```
Positions in Å, forces in eV/Å.

Properties
orbital gap = 6.6545 eV
total energy = -1896.587966 Eh
F_max = 0.0898 hartree/bohr
energy above the lowest of the compared OMol25 structures with the same formula, charge and spin = 0.0 kcal per mole
net charge = +1